No. 1
ORCA calculation (wB97M-V/def2-TZVPD) on 9 unconnected molecules or ions with the total composition C19H53O11 in a non-equilibrium geometry.

Summary:
- largest force on an atom (eV Å⁻¹) = 10.16
- LUMO level (eV) = 2.8
- DFT total energy (Ha) = -1583.05619
- net charge = -1
- HOMO energy (eV) = -6.66

Bonds (Å) are listed after each position.
CARTESIAN COORDINATES (ANGSTROEM)
1 C 47.01900 44.61400 17.29400  O2 1.222, O3 1.409, O4 1.197
2 O 45.88900 44.51300 17.74900  C1 1.222
3 O 47.11800 44.26900 15.93100  C1 1.409, H5 0.910
4 O 47.95000 44.95000 17.96800  C1 1.197
5 H 46.43000 44.06300 15.37200  O3 0.910
6 C 46.50100 47.50300 19.74200  O7 1.342, H8 0.960, H9 1.151, H10 1.144
7 O 46.66900 46.20100 20.02200  C6 1.342, H11 0.977
8 H 47.29200 47.82500 19.30400  C6 0.960
9 H 46.51400 48.10600 20.72200  C6 1.151
10 H 45.62800 47.74100 19.04200  C6 1.144
11 H 46.89800 45.73300 19.19600  O7 0.977
12 C 51.35300 44.92400 17.24900  O13 1.408, H14 0.960, H15 1.154, H16 1.198
13 O 50.58900 45.76300 18.08200  C12 1.408, H17 0.866
14 H 51.69900 45.33900 16.45500  C12 0.960
15 H 50.76000 43.96000 17.02500  C12 1.154
16 H 52.35200 44.77200 17.89300  C12 1.198
17 H 49.79100 45.45100 18.20700  O13 0.866
18 C 43.18600 41.96100 14.85100  O19 1.399, H20 1.101, H21 1.170, H22 1.145
19 O 44.57000 41.78100 14.74800  C18 1.399, H23 0.958
20 H 42.57900 41.12500 14.46900  C18 1.101
21 H 42.92800 42.64500 13.93700  C18 1.170
22 H 42.78000 42.48500 15.78400  C18 1.145
23 H 44.95900 41.86900 15.61900  O19 0.958
24 C 43.31300 41.83800 18.77800  C25 1.508, H28 0.995, H29 1.129, H30 0.913
25 C 44.57800 41.07000 18.49000  C24 1.508, C26 1.566, O27 1.404, H31 1.036
26 C 44.46300 39.54100 18.17200  C25 1.566, H32 1.026, H33 1.151, H34 1.073
27 O 45.18100 41.74000 17.41400  C25 1.404, H35 1.105
28 H 43.07500 41.48400 19.67700  C24 0.995
29 H 42.36400 41.85200 18.16600  C24 1.129
30 H 43.50200 42.73000 18.82300  C24 0.913
31 H 45.29700 41.15000 19.23200  C25 1.036
32 H 43.79300 39.34900 17.41900  C26 1.026
33 H 44.05200 38.96600 19.08000  C26 1.151
34 H 45.32700 39.12000 17.69500  C26 1.073
35 H 45.57600 42.64000 17.91900  O27 1.105
36 C 46.98100 47.02200 14.01200  C37 1.606, H40 1.077, H41 1.006, H42 0.987
37 C 48.11300 47.52200 15.03500  C36 1.606, C38 1.473, O39 1.410, H43 1.025
38 C 47.55100 48.04100 16.29400  C37 1.473, H44 1.043, H45 1.214, H46 1.076
39 O 48.95600 46.44200 15.36800  C37 1.410, H47 1.015
40 H 46.40600 46.21300 14.43000  C36 1.077
41 H 47.43200 46.66600 13.18600  C36 1.006
42 H 46.26600 47.68000 13.83900  C36 0.987
43 H 48.76400 48.11800 14.51300  C37 1.025
44 H 48.30500 48.45000 16.88800  C38 1.043
45 H 46.81900 47.49100 17.09100  C38 1.214
46 H 47.11900 49.02200 16.38500  C38 1.076
47 H 48.52100 45.61200 15.75900  O39 1.015
48 C 49.14400 41.33800 20.87400  C49 1.506, H52 1.066, H53 1.086, H54 1.020
49 C 48.63200 42.72700 20.59600  C48 1.506, C50 1.447, O51 1.422, H55 1.134
50 C 48.76800 43.74500 21.61600  C49 1.447, H56 1.220, H57 1.052, H58 1.160
51 O 49.29800 43.14900 19.41300  C49 1.422, H59 0.910
52 H 48.61700 40.77000 21.60600  C48 1.066
53 H 50.16200 41.64800 21.09000  C48 1.086
54 H 49.01400 40.72200 20.07100  C48 1.020
55 H 47.52300 42.84400 20.39100  C49 1.134
56 H 48.19500 43.65800 22.68900  C50 1.220
57 H 48.30900 44.66700 21.40100  C50 1.052
58 H 49.86300 43.97300 21.92500  C50 1.160
59 H 48.73800 43.68100 18.93100  O51 0.910
60 C 46.80700 41.23700 10.45400  C61 1.567, H64 1.038, H65 1.073, H66 1.079
61 C 46.46700 41.49100 11.96200  C60 1.567, C62 1.429, O63 1.436, H67 1.165
62 C 46.72000 42.82000 12.42100  C61 1.429, H68 1.070, H69 1.072, H70 1.065
63 O 45.04200 41.36800 12.08900  C61 1.436, H71 0.970
64 H 46.25700 42.03200 10.07500  C60 1.038
65 H 46.53200 40.32000 9.96900  C60 1.073
66 H 47.84900 41.37100 10.21000  C60 1.079
67 H 46.79500 40.55200 12.56800  C61 1.165
68 H 46.25000 43.67200 11.97500  C62 1.070
69 H 47.73600 43.10800 12.23400  C62 1.072
70 H 46.73400 43.25900 13.39100  C62 1.065
71 H 44.80600 41.55000 13.01200  O63 0.970
72 C 43.43000 45.76900 15.37100  C73 1.563, H76 1.012, H77 1.128, H78 1.041
73 C 43.81000 46.76900 16.51000  C72 1.563, C74 1.483, O75 1.360, H79 1.082
74 C 42.76600 47.80200 16.71200  C73 1.483, H80 1.102, H81 1.334, H82 1.007
75 O 43.81700 46.09500 17.69100  C73 1.360, H83 0.927
76 H 44.11100 45.04000 15.54300  C72 1.012
77 H 43.67900 45.92800 14.28200  C72 1.128
78 H 42.44300 45.43800 15.38100  C72 1.041
79 H 44.73700 47.32700 16.53900  C73 1.082
80 H 42.72000 48.49200 15.85400  C74 1.102
81 H 42.82800 48.74500 17.65400  C74 1.334
82 H 41.87100 47.39400 16.92700  C74 1.007
83 H 44.57800 45.56700 17.66400  O75 0.927


No. 2
ORCA calculation (wB97M-V/def2-TZVPD) on 17 unconnected molecules or ions with the total composition C3H39O17 in a non-equilibrium geometry.

Summary:
- largest force on an atom (eV Å⁻¹) = 1.76
- LUMO level (eV) = 1.9
- DFT total energy (Ha) = -1416.90441
- net charge = -1
- HOMO energy (eV) = -6.35

Bonds (Å) are listed after each position.
CARTESIAN COORDINATES (ANGSTROEM)
1 C 1.86115 -4.73908 13.82554  C2 1.573, H5 1.096, H6 1.094, H7 1.094
2 C 2.77128 -5.01497 15.07806  C1 1.573, C3 1.518, O4 1.389, H8 1.099
3 C 1.90545 -5.47626 16.23693  C2 1.518, H9 1.095, H10 1.088, H11 1.088
4 O 3.90176 -5.77362 14.80138  C2 1.389
5 H 0.89554 -4.28031 14.06692  C1 1.096
6 H 1.70991 -5.70991 13.34501  C1 1.094
7 H 2.34308 -4.05621 13.11895  C1 1.094
8 H 3.07432 -3.98877 15.32745  C2 1.099
9 H 2.50417 -5.58681 17.14748  C3 1.095
10 H 1.45439 -6.44501 16.03152  C3 1.088
11 H 1.02864 -4.83613 16.31268  C3 1.088
12 O -1.89860 -6.17096 15.09993  H13 0.959, H14 0.968
13 H -1.32125 -5.52424 14.69025  O12 0.959
14 H -1.88949 -6.91303 14.47898  O12 0.968
15 O 1.94203 -5.53964 10.50766  H16 0.962, H17 0.962
16 H 2.35638 -6.16703 11.10756  O15 0.962
17 H 1.55495 -4.88887 11.10077  O15 0.962
18 O -1.45977 -3.37367 16.17879  H19 0.985, H20 0.967
19 H -1.22270 -3.38874 15.22250  O18 0.985
20 H -1.76238 -4.26607 16.39444  O18 0.967
21 O 0.63090 -1.77040 17.37387  H22 0.961, H23 0.988
22 H 0.20314 -0.91186 17.32161  O21 0.961
23 H -0.11059 -2.39014 17.16621  O21 0.988
24 O -1.54074 -2.10443 13.55613  H25 0.973, H26 0.956
25 H -0.71793 -1.58960 13.49092  O24 0.973
26 H -2.17006 -1.63967 13.00685  O24 0.956
27 O 3.35984 -3.18016 9.59107  H28 0.972, H29 0.990
28 H 3.81140 -3.34113 10.43639  O27 0.972
29 H 2.96633 -4.07921 9.45889  O27 0.990
30 O 2.29649 -8.08856 18.56322  H31 0.992, H32 0.982
31 H 3.20253 -7.96770 18.17760  O30 0.992
32 H 1.96808 -7.16855 18.66726  O30 0.982
33 O 6.39684 -6.97744 14.78174  H34 0.976, H35 1.015
34 H 6.18485 -7.84824 14.39633  O33 0.976
35 H 5.52537 -6.46268 14.71219  O33 1.015
36 O 3.70267 -6.92503 12.11857  H37 0.979, H38 0.974
37 H 3.63337 -7.73190 12.66946  O36 0.979
38 H 4.01642 -6.20854 12.69962  O36 0.974
39 O 5.36007 -4.08790 13.06999  H40 1.000, H41 0.965
40 H 4.85456 -4.52633 13.81326  O39 1.000
41 H 4.96731 -3.21116 12.98409  O39 0.965
42 O 3.62692 -8.51169 14.45195  H43 0.964, H44 0.974
43 H 3.58365 -7.56723 14.63984  O42 0.964
44 H 2.97976 -8.94022 15.04064  O42 0.974
45 O 5.30339 -4.22275 17.00064  H46 0.984, H47 0.963
46 H 4.71305 -4.49714 16.26301  O45 0.984
47 H 5.71631 -5.05013 17.26813  O45 0.963
48 O 1.23285 -8.91349 16.15983  H49 0.953, H50 0.982
49 H 0.70204 -9.69456 16.02933  O48 0.953
50 H 1.41490 -8.82020 17.11985  O48 0.982
51 O 4.70777 -7.19596 17.18813  H52 0.982, H53 1.008
52 H 5.31801 -7.68789 16.59627  O51 0.982
53 H 4.19299 -6.68156 16.49111  O51 1.008
54 O 1.37257 -5.54191 20.04010  H55 0.982, H56 0.950
55 H 1.76128 -4.80311 19.52267  O54 0.982
56 H 1.98567 -5.63745 20.75977  O54 0.950
57 O 2.84067 -3.59517 18.86888  H58 0.983, H59 0.979
58 H 2.20528 -3.00165 18.41017  O57 0.983
59 H 3.47693 -3.84190 18.16653  O57 0.979


No. 3
ORCA calculation (wB97M-V/def2-TZVPD) on C7H15NO in the gas phase in a non-equilibrium geometry.

Summary:
- largest force on an atom (eV Å⁻¹) = 3.59
- LUMO level (alpha / beta) (eV) = 0.7 / 0.9
- DFT total energy (Ha) = -405.56726
- net charge = 0
- HOMO energy (alpha / beta) (eV) = -5.61 / -6.83

Bonds (Å) are listed after each position.
CARTESIAN COORDINATES (ANGSTROEM)
1 C -0.54140 1.76120 0.30090  C6 1.458, N8 1.350, H11 1.086
2 C 0.87481 0.35481 1.46785  C5 1.518, C6 1.753, H14 1.091, H15 1.087
3 C -1.24895 -1.41043 -1.29570  C7 1.503, H16 1.104, H17 1.090, H21 1.095
4 C 0.97613 -0.20250 -1.57884  C7 1.499, H18 1.093, H19 1.099, H20 1.093
5 C 1.10698 -1.09042 1.87177  C2 1.518, H22 1.091, H23 1.092, H24 1.089
6 C -0.55357 0.31158 0.45325  C1 1.458, C2 1.753, C7 1.448, O9 1.401
7 C -0.30353 -0.34707 -0.81171  C3 1.503, C4 1.499, C6 1.448
8 N -0.58178 2.38740 -0.89449  C1 1.350, H12 1.008, H13 1.024
9 O -1.65472 -0.11495 1.20757  C6 1.401, H10 0.964
10 H -1.59885 -1.07504 1.27630  O9 0.964
11 H -0.34182 2.41817 1.14292  C1 1.086
12 H -0.58767 3.39524 -0.91947  N8 1.008
13 H -1.07037 1.85485 -1.62042  N8 1.024
14 H 0.72550 0.97474 2.35250  C2 1.091
15 H 1.70376 0.74369 0.88172  C2 1.087
16 H -0.84990 -2.42767 -1.13893  C3 1.104
17 H -2.23320 -1.35714 -0.82982  C3 1.090
18 H 1.19880 0.82174 -1.88784  C4 1.093
19 H 1.86992 -0.53789 -1.03462  C4 1.099
20 H 0.99369 -0.78393 -2.50454  C4 1.093
21 H -1.40049 -1.31465 -2.37608  C3 1.095
22 H 0.29682 -1.45916 2.50255  C5 1.091
23 H 2.03517 -1.17248 2.44165  C5 1.092
24 H 1.18466 -1.73012 0.99345  C5 1.089


No. 4
ORCA calculation (wB97M-V/def2-TZVPD) on a gas-phase ion, C5H9FN (charge +1) in a non-equilibrium geometry.

Summary:
- largest force on an atom (eV Å⁻¹) = 4.40
- LUMO level (eV) = -3.5
- SMILES string = F[C@@H]1C[NH2+]C12CC2
- DFT total energy (Ha) = -350.18268
- net charge = +1
- HOMO energy (eV) = -15.63

Bonds (Å) are listed after each position.
CARTESIAN COORDINATES (ANGSTROEM)
1 F -2.20510 -0.93303 -0.36177  C2 1.408
2 C -1.32245 -0.30830 0.54059  F1 1.408, C3 1.527, C5 1.606, H8 1.165
3 C -1.23868 1.19675 0.29433  C2 1.527, N4 1.463, H9 1.068, H10 1.079
4 N -0.10895 1.04352 -0.62176  C3 1.463, C5 1.497, H11 1.057, H12 1.078
5 C 0.15651 -0.32875 -0.08592  C2 1.606, N4 1.497, C6 1.547, C7 1.498
6 C 1.55119 -0.50225 0.55956  C5 1.547, C7 1.429, H13 1.085, H14 0.999
7 C 1.21495 -1.24954 -0.61071  C5 1.498, C6 1.429, H15 1.102, H16 1.114
8 H -1.48005 -0.86906 1.54952  C2 1.165
9 H -2.18874 1.54590 -0.04526  C3 1.068
10 H -0.99736 1.68728 1.22404  C3 1.079
11 H -0.32330 1.05875 -1.65665  N4 1.057
12 H 0.73314 1.68504 -0.41988  N4 1.078
13 H 1.39116 -0.97515 1.52344  C6 1.085
14 H 2.08508 0.33857 0.47683  C6 0.999
15 H 1.58312 -1.03592 -1.62738  C7 1.102
16 H 1.14949 -2.35380 -0.73898  C7 1.114


Q: Number 4 is which compound?
A: C5H9FN


Q: Among the records above, which one has the lowest largest force on an atom?
A: C3H39O17


Q: Which value of DFT total energy does entry 1 give?
A: -1583.05619 Ha


Q: What is the formula in the second record?
A: C3H39O17